{"formula": "C57H57BN7O2S2Zr", "method": "ωB97M-V/def2-TZVPD", "elements": ["Zr", "C", "C", "N", "N", "C", "B", "N", "C", "C", "C", "N", "N", "C", "C", "C", "N", "H", "H", "H", "H", "H", "H", "H", "H", "H", "H", "C", "C", "C", "C", "C", "C", "C", "C", "C", "C", "C", "C", "H", "H", "H", "H", "H", "H", "H", "H", "H", "H", "H", "H", "H", "H", "H", "H", "H", "H", "C", "C", "C", "C", "C", "C", "C", "S", "O", "C", "C", "C", "C", "C", "C", "C", "C", "C", "C", "C", "C", "C", "C", "C", "C", "C", "C", "C", "C", "S", "O", "C", "C", "C", "C", "C", "C", "C", "H", "H", "H", "H", "H", "H", "H", "H", "H", "H", "H", "H", "H", "H", "H", "H", "H", "H", "H", "H", "H", "H", "H", "H", "H", "H", "C", "C", "N", "H", "H", "H"], "coordinates": [[-0.300, 0.146, 1.597], [-4.413, -0.592, -0.125], [-3.038, -0.484, -0.289], [-2.450, -0.186, 0.873], [-3.440, -0.102, 1.797], [-4.621, -0.357, 1.219], [-3.016, -0.163, 3.255], [-2.110, -1.516, 3.338], [-2.084, -3.696, 3.132], [-0.623, -3.718, 3.062], [-0.006, -2.538, 3.106], [-0.716, -1.331, 3.157], [-2.248, 1.147, 3.545], [-2.820, 2.114, 4.298], [-2.460, 3.349, 3.811], [-1.651, 3.066, 2.712], [-1.515, 1.752, 2.554], [-5.152, -0.810, -0.874], [-2.449, -0.588, -1.181], [-5.524, -0.376, 1.805], [-3.919, -0.257, 4.005], [-2.638, -4.618, 3.005], [-0.085, -4.652, 3.053], [1.064, -2.444, 3.119], [-3.477, 1.850, 5.109], [-2.742, 4.314, 4.190], [-1.148, 3.749, 2.046], [0.931, 0.386, 6.123], [1.512, 0.397, 4.739], [2.284, -0.675, 4.280], [2.690, -1.760, 5.238], [2.707, -0.717, 2.936], [3.468, -1.915, 2.431], [2.485, 0.390, 2.094], [3.229, 0.505, 0.785], [1.819, 1.539, 2.601], [1.922, 2.855, 1.855], [1.337, 1.533, 3.927], [0.845, 2.799, 4.569], [1.545, 0.963, 6.819], [0.840, -0.621, 6.516], [-0.062, 0.831, 6.126], [1.955, -2.568, 5.277], [2.794, -1.370, 6.246], [3.649, -2.194, 4.968], [4.545, -1.733, 2.448], [3.193, -2.159, 1.406], [3.283, -2.801, 3.033], [2.615, 0.896, -0.026], [3.642, -0.442, 0.465], [4.071, 1.189, 0.920], [2.671, 3.479, 2.349], [0.992, 3.419, 1.851], [2.222, 2.728, 0.822], [-0.034, 2.644, 5.189], [0.627, 3.586, 3.857], [1.632, 3.176, 5.228], [-1.929, -6.522, -3.591], [-1.246, -5.421, -2.844], [-0.035, -5.648, -2.195], [0.612, -4.628, -1.520], [0.051, -3.356, -1.510], [-1.160, -3.105, -2.146], [-1.802, -4.137, -2.798], [1.007, -2.152, -0.659], [0.001, -1.309, 0.180], [1.774, -1.051, -1.842], [3.155, -1.353, -1.904], [3.991, -0.632, -2.702], [3.489, 0.439, -3.471], [4.351, 1.200, -4.300], [3.851, 2.180, -5.105], [2.464, 2.437, -5.123], [1.611, 1.731, -4.328], [2.096, 0.718, -3.454], [1.219, -0.052, -2.621], [-0.231, 0.121, -2.932], [-0.691, -0.676, -4.039], [0.119, -1.678, -4.635], [-0.348, -2.429, -5.676], [-1.644, -2.227, -6.189], [-2.444, -1.260, -5.652], [-1.985, -0.460, -4.580], [-2.796, 0.572, -4.054], [-2.360, 1.320, -3.003], [-1.079, 1.089, -2.442], [-0.923, 2.088, -0.967], [0.126, 1.382, -0.061], [-0.195, 3.628, -1.393], [1.136, 3.751, -1.782], [1.628, 5.005, -2.085], [0.808, 6.138, -2.020], [1.338, 7.492, -2.362], [-0.519, 5.985, -1.622], [-1.026, 4.740, -1.299], [-1.751, -7.489, -3.123], [-1.541, -6.575, -4.610], [-3.003, -6.355, -3.654], [0.401, -6.638, -2.207], [1.544, -4.821, -1.004], [-1.591, -2.118, -2.133], [-2.748, -3.953, -3.290], [3.548, -2.160, -1.298], [5.045, -0.870, -2.749], [5.408, 0.973, -4.294], [4.510, 2.748, -5.746], [2.074, 3.198, -5.784], [0.554, 1.948, -4.370], [1.120, -1.857, -4.269], [0.288, -3.182, -6.120], [-1.993, -2.827, -7.017], [-3.434, -1.078, -6.048], [-3.772, 0.749, -4.483], [-3.000, 2.080, -2.573], [1.775, 2.881, -1.837], [2.661, 5.117, -2.386], [2.346, 7.437, -2.766], [1.360, 8.127, -1.475], [0.696, 7.982, -3.094], [-1.161, 6.853, -1.562], [-2.057, 4.631, -0.986], [-3.794, -2.707, 4.994], [-2.764, -2.675, 3.926], [-2.823, -2.556, 2.480], [-4.662, -2.104, 4.745], [-3.368, -2.359, 5.934], [-4.110, -3.739, 5.137]], "forces_ev_per_angstrom": [[0.8, -0.1, 0.1], [0.1, 0.1, 0.0], [-0.1, -0.1, 0.0], [0.3, 0.0, 0.2], [-0.2, 0.0, -0.1], [0.1, 0.0, 0.1], [0.1, 0.0, 0.0], [-0.3, 0.2, -0.2], [-0.1, -0.1, 0.0], [0.3, 0.3, 0.1], [-0.2, -0.3, 0.0], [-0.3, 0.1, -0.4], [-0.2, 0.1, 0.2], [0.0, 0.0, -0.1], [0.0, -0.1, -0.1], [0.1, 0.1, 0.0], [0.0, -0.2, 0.2], [0.0, 0.0, 0.0], [0.0, 0.0, 0.0], [0.0, 0.0, 0.0], [-0.2, 0.0, 0.1], [0.0, 0.0, 0.0], [0.0, 0.0, 0.0], [0.0, 0.0, -0.1], [0.0, 0.0, 0.0], [0.0, 0.0, 0.0], [0.0, 0.0, 0.0], [0.0, 0.0, 0.0], [0.0, 0.0, -0.1], [0.0, 0.1, 0.0], [0.0, 0.0, 0.0], [-0.1, 0.1, 0.0], [0.0, -0.1, -0.1], [-0.1, 0.1, 0.0], [0.0, 0.0, -0.1], [0.1, 0.1, 0.0], [0.0, 0.0, 0.0], [0.0, 0.0, -0.1], [0.0, 0.0, 0.0], [0.0, 0.0, 0.0], [0.0, 0.0, 0.0], [0.0, 0.0, 0.0], [0.0, 0.0, 0.0], [0.0, 0.0, 0.0], [0.0, 0.0, 0.0], [0.0, 0.0, 0.0], [0.0, 0.0, 0.0], [0.0, 0.0, 0.0], [0.0, 0.0, 0.0], [0.0, 0.0, 0.0], [0.0, 0.0, 0.0], [0.0, 0.0, 0.0], [0.0, 0.0, 0.0], [0.0, 0.0, 0.0], [0.0, 0.0, 0.0], [0.0, 0.0, 0.0], [0.0, 0.0, 0.0], [0.0, 0.0, 0.0], [0.0, 0.1, 0.0], [0.0, 0.0, 0.0], [0.1, 0.0, 0.0], [0.0, 0.1, 0.0], [-0.1, 0.0, 0.1], [0.0, 0.0, 0.1], [0.0, -0.1, -0.2], [0.2, 0.0, 0.0], [-0.1, 0.0, -0.1], [0.1, 0.1, 0.0], [-0.1, 0.0, 0.1], [0.0, 0.0, 0.0], [0.0, 0.0, 0.0], [0.1, -0.1, 0.0], [-0.1, 0.0, 0.0], [0.0, 0.0, 0.0], [0.0, 0.0, 0.0], [0.1, 0.0, 0.0], [-0.1, 0.0, 0.0], [0.0, 0.1, -0.1], [0.0, 0.0, -0.1], [0.1, 0.0, 0.0], [-0.1, 0.1, 0.0], [0.0, -0.1, 0.0], [0.0, 0.0, 0.0], [0.1, 0.0, 0.1], [-0.1, -0.1, -0.1], [0.0, -0.1, 0.1], [0.0, 0.4, -0.3], [-0.2, 0.0, 0.3], [0.2, -0.2, -0.1], [0.0, -0.1, 0.1], [-0.1, 0.0, 0.0], [0.0, -0.1, 0.0], [0.1, 0.1, 0.0], [0.0, 0.0, 0.0], [-0.1, 0.0, 0.0], [0.0, 0.0, 0.0], [0.0, 0.0, 0.0], [0.0, 0.0, 0.0], [0.0, 0.0, 0.0], [0.0, 0.0, 0.0], [0.0, 0.0, 0.0], [0.0, 0.0, 0.0], [0.0, 0.0, 0.0], [0.0, 0.0, 0.0], [0.0, 0.0, 0.0], [0.0, 0.0, 0.0], [0.0, 0.0, 0.0], [0.0, 0.0, 0.0], [0.0, 0.0, 0.0], [0.0, 0.0, 0.0], [0.0, 0.0, 0.0], [0.0, 0.0, 0.0], [0.0, 0.0, 0.0], [0.0, 0.0, 0.0], [0.0, 0.0, 0.0], [0.0, 0.0, 0.0], [0.0, 0.0, 0.0], [0.0, 0.0, 0.0], [0.0, 0.0, 0.0], [0.0, 0.0, 0.0], [0.0, 0.0, 0.0], [0.0, -0.1, 0.1], [0.1, -0.1, 0.5], [-0.2, -0.1, -0.2], [0.0, 0.0, 0.0], [0.0, 0.0, 0.0], [0.0, 0.0, 0.0]], "gap_ha": 0.258, "energy_ev": -98166.473, "lumo_energy_ev": -8.001, "total_charge": 3}



{"formula": "C57H61N11O19", "method": "ωB97M-V/def2-TZVPD", "elements": ["O", "N", "O", "C", "C", "C", "C", "C", "C", "H", "H", "H", "H", "H", "O", "N", "O", "C", "C", "C", "C", "C", "C", "H", "H", "H", "H", "H", "O", "N", "O", "C", "C", "C", "C", "C", "C", "H", "H", "H", "H", "H", "O", "N", "O", "C", "C", "C", "C", "C", "C", "H", "H", "H", "H", "H", "O", "N", "O", "C", "C", "C", "C", "C", "C", "H", "H", "H", "H", "H", "O", "N", "O", "C", "C", "C", "C", "C", "C", "H", "H", "H", "H", "H", "O", "N", "O", "C", "C", "C", "C", "C", "C", "H", "H", "H", "H", "H", "O", "N", "O", "C", "C", "C", "C", "C", "C", "H", "H", "H", "H", "H", "C", "N", "C", "C", "O", "H", "H", "H", "H", "H", "H", "H", "C", "N", "C", "C", "O", "H", "H", "H", "H", "H", "H", "H", "C", "N", "C", "C", "O", "H", "H", "H", "H", "H", "H", "H"], "coordinates": [[-28.165, 32.561, 17.075], [-27.513, 31.668, 17.546], [-27.925, 30.628, 18.045], [-26.108, 31.973, 17.731], [-25.419, 32.546, 16.678], [-24.085, 32.819, 16.991], [-23.436, 32.349, 18.105], [-24.154, 31.691, 19.105], [-25.533, 31.561, 18.893], [-25.862, 32.807, 15.728], [-23.501, 33.438, 16.326], [-22.376, 32.552, 18.093], [-23.591, 31.374, 19.970], [-26.132, 31.094, 19.662], [-16.995, 28.568, 13.915], [-17.096, 27.408, 14.132], [-17.949, 26.934, 14.881], [-16.118, 26.492, 13.409], [-16.155, 25.177, 13.723], [-15.287, 24.336, 12.978], [-14.430, 24.843, 12.074], [-14.442, 26.247, 11.774], [-15.340, 27.053, 12.414], [-16.726, 24.740, 14.529], [-15.192, 23.303, 13.280], [-13.663, 24.230, 11.625], [-13.898, 26.743, 10.983], [-15.312, 28.092, 12.121], [-24.281, 27.663, 17.905], [-24.163, 27.247, 19.095], [-24.284, 28.036, 20.016], [-23.911, 25.885, 19.402], [-24.006, 25.487, 20.734], [-23.757, 24.181, 21.113], [-23.407, 23.178, 20.194], [-23.537, 23.551, 18.820], [-23.587, 24.900, 18.419], [-24.164, 26.145, 21.577], [-23.795, 24.097, 22.189], [-22.941, 22.237, 20.445], [-23.544, 22.874, 17.978], [-23.477, 25.328, 17.433], [-18.781, 27.598, 7.975], [-19.744, 26.838, 8.281], [-20.371, 26.189, 7.423], [-20.366, 26.856, 9.637], [-19.684, 27.517, 10.636], [-20.326, 27.749, 11.839], [-21.653, 27.338, 12.027], [-22.327, 26.670, 11.070], [-21.732, 26.436, 9.803], [-18.631, 27.641, 10.432], [-19.812, 28.202, 12.673], [-22.274, 27.403, 12.909], [-23.338, 26.356, 11.286], [-22.185, 25.866, 9.005], [-18.274, 31.439, 10.391], [-18.702, 31.548, 11.539], [-19.042, 30.595, 12.285], [-19.080, 32.846, 11.947], [-19.036, 33.103, 13.324], [-19.311, 34.415, 13.854], [-19.610, 35.415, 12.965], [-19.577, 35.153, 11.598], [-19.288, 33.914, 11.065], [-18.755, 32.373, 14.067], [-19.334, 34.488, 14.931], [-19.926, 36.393, 13.297], [-19.705, 36.088, 11.073], [-19.120, 33.802, 10.004], [-15.700, 22.608, 17.578], [-15.510, 23.734, 17.289], [-15.154, 24.045, 16.135], [-15.686, 24.755, 18.449], [-15.971, 24.280, 19.745], [-16.115, 25.072, 20.844], [-15.519, 26.281, 20.723], [-15.233, 26.856, 19.462], [-15.302, 26.104, 18.305], [-16.301, 23.277, 19.971], [-16.509, 24.625, 21.745], [-15.461, 26.885, 21.616], [-15.056, 27.916, 19.353], [-14.988, 26.627, 17.413], [-19.696, 27.947, 27.668], [-20.186, 28.662, 26.714], [-21.148, 29.341, 26.908], [-19.438, 28.746, 25.427], [-19.738, 29.756, 24.462], [-19.197, 29.660, 23.207], [-18.142, 28.728, 23.041], [-17.812, 27.700, 23.994], [-18.477, 27.779, 25.198], [-20.525, 30.491, 24.545], [-19.376, 30.299, 22.355], [-17.533, 28.741, 22.148], [-16.977, 27.022, 23.895], [-18.253, 26.990, 25.901], [-17.096, 29.294, 18.713], [-18.162, 28.780, 18.968], [-18.446, 28.025, 19.920], [-19.279, 29.081, 18.034], [-18.942, 29.510, 16.812], [-19.924, 29.869, 15.908], [-21.189, 30.014, 16.344], [-21.575, 29.452, 17.544], [-20.588, 29.107, 18.481], [-17.939, 29.417, 16.420], [-19.535, 30.119, 14.932], [-21.881, 30.424, 15.623], [-22.579, 29.565, 17.925], [-20.774, 28.927, 19.529], [-24.908, 31.232, 12.422], [-23.796, 32.139, 12.000], [-24.408, 33.449, 11.497], [-22.467, 31.943, 12.284], [-22.047, 30.931, 12.878], [-25.742, 31.523, 11.784], [-25.166, 31.296, 13.479], [-24.619, 30.188, 12.298], [-24.864, 33.234, 10.530], [-25.188, 33.827, 12.158], [-23.752, 34.300, 11.316], [-21.772, 32.666, 11.828], [-23.197, 27.647, 24.477], [-22.504, 27.955, 23.226], [-21.403, 27.098, 22.771], [-22.663, 29.207, 22.743], [-22.052, 29.743, 21.791], [-24.085, 27.073, 24.211], [-23.602, 28.545, 24.942], [-22.559, 27.147, 25.206], [-20.470, 27.352, 23.272], [-21.686, 26.046, 22.735], [-20.985, 27.401, 21.811], [-23.537, 29.684, 23.213], [-15.023, 29.583, 15.834], [-15.388, 30.996, 16.061], [-16.201, 31.687, 15.005], [-15.115, 31.648, 17.232], [-15.211, 32.868, 17.383], [-14.206, 29.295, 16.495], [-14.628, 29.455, 14.826], [-15.780, 28.831, 16.055], [-16.850, 31.018, 14.439], [-16.600, 32.633, 15.370], [-15.467, 31.958, 14.247], [-14.655, 31.000, 17.993]], "forces_ev_per_angstrom": [[-1.1, 0.2, -0.9], [0.2, -0.3, 1.9], [-0.2, 0.4, -0.8], [0.1, -0.6, -1.4], [0.9, 0.5, 1.2], [-0.3, 0.4, -1.5], [-0.3, 0.1, 0.2], [0.1, 0.7, -1.0], [1.3, -0.7, 1.7], [-0.2, 0.1, 0.2], [0.1, -0.2, -0.4], [0.1, -0.2, 0.7], [-0.5, -0.3, 0.3], [-0.1, -0.1, -0.1], [0.2, 2.2, -0.6], [-0.3, -2.3, 0.3], [0.8, -0.2, -0.5], [-1.9, 1.2, 0.9], [0.8, -1.4, -0.7], [-0.7, -0.2, 1.8], [1.3, 2.1, -1.4], [-0.6, -1.3, -0.1], [0.7, 0.3, -0.2], [-0.2, 0.4, -0.2], [-0.2, -0.1, -0.1], [-0.1, -0.2, -0.2], [0.5, -0.5, 0.0], [-0.6, 0.1, 0.4], [0.5, -2.0, 2.0], [-0.5, 3.4, -2.3], [0.1, -0.5, 0.3], [0.7, -2.6, 0.3], [0.0, 0.1, -0.2], [0.7, -0.3, -0.2], [-0.6, 1.7, -1.2], [0.8, 1.1, -0.1], [-1.4, 1.2, 1.9], [-0.3, 0.5, -0.5], [0.3, -0.9, 0.1], [-0.7, -0.3, 0.2], [0.6, -0.6, 0.3], [-0.2, -0.7, -0.4], [-2.1, -2.1, 1.5], [-0.2, 0.8, -2.4], [1.3, 0.7, 1.4], [-1.9, 0.2, -0.2], [0.2, -0.8, 0.1], [-0.3, -0.1, 0.8], [0.6, 0.3, 0.7], [0.0, -0.9, -3.1], [1.8, 0.2, 0.6], [0.1, 0.8, 0.3], [0.1, 0.1, -0.1], [0.8, 0.7, 0.7], [-0.1, -0.2, -0.3], [-0.2, 0.2, 0.0], [0.1, -0.3, 1.2], [-1.6, -2.8, -1.1], [1.5, 1.7, -1.3], [0.5, 2.3, 2.3], [-0.4, 1.6, 0.6], [0.1, -2.4, -0.9], [-0.4, -0.5, 0.3], [0.1, 0.9, 0.5], [0.3, 0.0, -0.1], [-0.2, -0.4, -0.4], [0.1, 0.4, 0.0], [0.2, 0.1, 0.1], [-0.1, -0.5, -1.1], [-0.3, -0.2, 0.0], [-0.6, -2.2, 1.1], [0.6, 1.9, -0.9], [-0.4, 1.0, 2.0], [1.3, 0.2, -0.1], [-1.7, -1.8, -2.0], [1.2, -0.3, -0.2], [-0.6, 2.7, 0.1], [-0.2, -0.6, 0.8], [-0.1, -0.6, 0.3], [0.2, -0.5, -1.0], [0.2, 0.3, 0.2], [0.2, 0.4, 0.0], [0.4, 0.0, 0.3], [-0.3, -0.6, -0.5], [-0.9, 1.4, -3.1], [2.5, -1.4, 3.1], [-1.0, 0.6, -0.8], [-0.5, 0.7, -0.4], [-1.3, -1.1, 0.6], [2.8, -1.2, -0.1], [0.5, -1.5, 0.5], [-0.7, 3.0, -0.9], [-0.1, -1.0, 0.2], [-0.1, 0.0, 0.8], [-0.5, 0.3, 0.4], [-0.3, 0.1, -0.3], [-0.1, -0.1, -0.4], [-0.3, 0.3, 0.5], [0.4, -0.4, 0.7], [-1.9, -0.9, 0.4], [1.1, 1.2, -1.1], [0.2, 0.3, 1.9], [0.9, -0.7, -2.3], [2.4, 0.6, 0.0], [-1.8, -0.8, -1.2], [0.4, 1.2, 2.1], [-0.2, -0.4, -0.5], [0.2, 0.1, 0.3], [-0.6, 0.2, -0.3], [-0.5, 0.0, 0.2], [-0.2, -0.2, -0.2], [-0.4, -0.3, 0.0], [1.4, 0.1, -0.2], [-1.0, 1.8, 0.2], [0.7, -1.0, -0.2], [-0.6, -2.3, 0.5], [-0.8, 1.9, -0.8], [-0.1, -0.4, 0.2], [0.0, 0.5, 0.1], [0.0, 0.1, -0.4], [-0.1, 0.0, 0.0], [0.1, -0.4, 0.3], [0.7, -0.5, 0.3], [-0.3, 0.3, 0.2], [-0.5, -0.1, -0.5], [0.9, 0.5, 0.0], [0.6, 0.9, -0.4], [0.5, 0.5, -2.3], [-0.9, -1.2, 1.9], [0.1, -0.6, 0.4], [0.3, 0.1, -0.1], [0.0, -0.1, -0.2], [-0.2, -0.8, 1.2], [0.2, 0.1, 0.3], [-1.2, 0.1, -0.7], [0.2, 0.3, 0.1], [0.6, 0.5, 0.7], [-1.4, -0.5, 0.0], [2.1, -0.3, -0.1], [0.6, 1.1, -0.9], [-0.4, -1.4, 0.0], [0.2, 0.4, 0.2], [-0.3, 0.1, -0.1], [-0.5, 0.4, -0.2], [-0.5, -0.1, 0.8], [-0.3, -0.5, 0.2], [0.1, 0.4, -0.3], [-0.1, -0.1, 0.0]], "e_above_lowest_ev": 2.2065, "gap_ha": 0.298, "energy_ev": -115365.070, "smiles": "O=[N+]([O-])c1ccccc1.O=[N+]([O-])c1ccccc1.O=[N+]([O-])c1ccccc1.O=[N+]([O-])c1ccccc1.O=[N+]([O-])c1ccccc1.O=[N+]([O-])c1ccccc1.O=[N+]([O-])c1ccccc1.O=[N+]([O-])c1ccccc1.CN(C)C=O.CN(C)C=O.CN(C)C=O", "lumo_energy_ev": -1.108}